# 1
The following is a DFT calculation (ωB97M-V with the def2-TZVPD basis set) of 7 unconnected molecules or ions with the total composition C63H133N7O7 in a non-equilibrium geometry.

XYZ file:
```
210
Properties=species:S:1:pos:R:3:lowdin_charge:R:1
H 5.40950 4.63422 6.26844 0.08
H 4.95670 -2.43554 0.74460 0.07
H -2.57028 1.59496 1.71874 0.11
H 1.85380 3.82256 -3.08679 0.09
H -7.16394 4.62590 3.05792 0.09
C -0.59486 3.50585 1.64905 0.01
H -1.59407 1.39316 -1.09026 0.08
H -4.73008 2.13879 -0.11704 0.05
H -1.21735 1.11685 2.73348 0.12
H -3.79693 -4.98071 -3.16361 0.07
H -3.01976 -3.04402 -6.62777 0.09
C 2.39951 5.48162 3.46444 -0.16
H -4.40747 -7.12244 0.05664 0.10
C 4.62139 4.50554 2.49359 -0.50
H -0.15091 4.29320 1.10971 0.06
H 2.26072 2.82813 4.00510 0.05
H -5.05378 -3.96580 -2.52456 0.09
H 2.00966 -7.44638 0.14720 0.09
H -2.00759 -5.34287 4.38329 0.12
N -1.24994 -6.18166 1.25014 -0.10
H 0.55860 -1.92598 -3.63866 0.08
O -0.78530 -5.49601 0.14807 -0.01
C 4.71913 -3.31306 0.16393 -0.03
H -2.08734 -0.94071 1.93710 0.12
H 1.10474 -3.44304 -4.38704 0.07
H -1.52608 -5.14425 -2.57096 0.05
C -5.56218 2.44419 0.46646 -0.01
H 1.69893 -6.85377 -1.43662 0.08
H -7.79326 2.84936 -1.62798 0.10
H 5.10752 2.92098 6.46832 0.08
C 4.22731 -5.73691 -1.77336 -0.04
H 2.57535 -1.17783 0.53602 0.07
H -3.51713 -1.91424 -1.23794 0.06
H 3.14525 2.90206 2.08742 0.04
H 4.09788 6.61247 2.85284 0.12
C 4.65065 3.87930 6.22015 -0.05
N 3.27340 -5.37608 0.49329 -0.08
H 5.72385 5.25122 0.77085 0.07
C -1.52548 -0.28095 1.21524 -0.15
H 2.60042 2.76666 -1.92817 0.10
H 1.38243 0.51773 -1.64406 0.10
H 0.01849 3.30739 2.51338 0.06
H 2.15043 2.46876 0.40402 0.03
C -1.32444 -5.29298 2.38080 -0.58
H -6.33921 1.80119 -0.01927 0.07
C -0.08379 -0.77871 1.14201 -0.14
C -3.52390 -2.34758 -4.69850 -0.11
C -1.87494 -6.12772 3.61955 -0.10
H 2.72761 -3.02755 1.93077 0.06
H 4.81974 3.45720 -2.73879 0.11
H -1.63420 -3.30505 1.64322 0.06
C 2.74501 3.71696 -2.46035 -0.17
H 2.57636 2.56063 5.65462 0.08
H 1.91631 6.42017 3.57884 0.09
C 1.46057 6.45335 -2.88138 -0.02
C 0.90585 0.09646 0.38761 -0.56
C 2.30593 -0.16867 0.82675 -0.02
C -1.31630 -3.17338 -5.32816 -0.16
H 1.08938 5.51950 -3.30192 0.06
C -1.83988 -8.04552 -0.21343 -0.02
H -8.47244 2.35141 2.03323 0.10
H 0.72675 6.79698 -2.12348 0.09
C 2.94121 5.18491 4.87142 -0.13
H -0.19985 -5.54445 -3.59896 0.10
O 4.04833 7.47524 -3.84567 -0.04
N 0.61629 1.49033 0.91425 -0.01
H 5.70304 -3.66845 -0.24058 0.09
H 1.02771 -1.17417 -1.32942 0.10
H 4.74163 2.36695 1.82453 0.12
C 5.93907 -6.25040 0.69049 -0.18
H 3.92467 -3.05656 -0.56047 0.09
H 5.15204 -5.15858 -1.66277 0.06
H 2.98687 0.52099 0.30274 0.09
H -6.12978 5.43693 -1.13446 0.13
C 0.03777 -4.96094 2.77220 -0.05
C -3.87654 -1.69309 -2.22348 -0.05
C 5.92911 4.97960 1.79645 -0.02
O -1.42373 -2.94991 -1.67961 -0.07
H -3.04661 -4.16650 1.55046 0.09
H -4.08682 -5.68699 1.06195 0.04
H -0.67064 -3.82373 -5.95359 0.13
H -9.01699 6.03021 1.56633 0.10
C 4.06991 3.27638 1.73122 -0.01
H 6.32270 5.75824 2.43501 0.09
H -3.98547 4.83489 0.04761 0.09
H 6.32518 5.06080 -3.65743 0.09
H 4.49444 -6.47807 -2.54335 0.09
H 3.74191 4.78192 -0.86011 0.10
H 5.84974 4.47853 -5.30119 0.09
H 3.95783 7.29841 -0.70824 0.06
C -4.79569 4.79894 0.78580 -0.06
C -8.67498 4.56616 -0.65775 -0.12
N -7.12007 4.40090 1.14868 -0.09
H 1.53155 7.14579 -3.65749 0.05
H -2.08567 -0.42496 0.25522 0.10
C 3.06994 2.71372 4.71527 -0.04
H 1.65129 4.69942 3.18305 0.10
C -9.33111 4.98357 1.69250 -0.03
H -9.11910 4.70028 2.72134 0.08
C 5.65371 5.23832 -4.52358 -0.04
H 4.04697 2.93424 -4.14376 0.14
C 3.48863 -3.74055 2.31579 -0.04
H -9.92249 2.53462 1.09475 0.08
H 2.94300 -4.44151 3.02090 0.10
C -2.13928 -4.10311 2.18291 -0.03
H 3.44531 6.09575 5.26869 0.13
C -3.34158 -2.72672 -3.17929 -0.48
C 3.91819 3.96750 4.87272 -0.47
C -2.38778 -7.03780 0.85878 -0.47
H -1.85335 -5.45893 -4.28547 0.07
H 6.38004 -5.66234 -0.09864 0.08
H -4.35949 4.43330 1.72066 0.08
N 4.02975 6.25177 -3.11916 -0.09
N 5.02291 4.21971 3.86023 -0.12
H 4.78332 -5.97132 2.43566 0.12
H 2.08574 4.89414 5.49233 0.12
H 6.66047 4.21565 1.67093 0.07
C -7.64822 3.94879 -1.64651 -0.15
H -1.97028 -8.58423 2.32118 0.13
H 0.62062 -5.87161 2.78099 0.09
H 3.02672 8.44999 -1.72035 0.10
H -0.28513 0.06000 -1.30498 0.06
C 3.66291 -6.38724 -0.52500 -0.53
H -3.67634 -4.16670 -1.63644 0.05
C -2.79712 -3.33079 -5.64320 -0.16
H 3.34258 5.83569 1.51507 0.10
H -9.72018 4.31649 -0.82335 0.12
H -8.44562 1.97167 0.31887 0.06
H -5.07816 5.82243 1.01193 0.09
H 3.65736 4.93807 -6.17670 0.10
H -8.53094 5.63387 -0.70503 0.11
H -1.24842 -2.04927 -1.30157 0.08
H -3.14753 -4.35327 -5.48603 0.11
H -0.93480 -2.16451 -5.52115 0.13
C -5.94991 3.97275 0.33382 -0.51
C 2.85200 6.22193 -2.16248 -0.46
H -2.54402 -8.87709 -0.24271 0.08
O -6.81501 3.95732 2.47498 -0.03
N -1.83772 -2.67420 -3.07236 -0.05
O 1.34006 2.31008 -0.06231 -0.09
H 0.22772 -0.96874 2.14088 0.11
O 2.27416 -4.53092 -0.06052 -0.07
H -3.68139 -8.44549 1.95114 0.12
H -1.59304 3.75789 1.92444 0.06
C 0.73417 -0.13371 -1.03249 -0.04
C 3.20183 5.26630 -5.21323 -0.02
C 0.46402 -3.00818 -3.63341 -0.02
H -3.52018 -0.73535 -2.56652 0.08
H 2.26024 7.42022 -0.41842 0.08
H 3.93865 3.90494 7.02795 0.08
H -1.33668 -4.75865 -0.06709 0.05
H -0.07405 -1.70664 0.62805 0.09
C 2.82682 4.86978 -1.47858 -0.15
C -8.84741 2.66150 1.03310 -0.03
H -5.00193 -1.70551 -2.18289 0.11
H -2.37975 2.72975 -0.28670 0.04
C -3.96887 -4.03889 -2.67213 -0.04
H 2.92353 6.28032 -5.37827 0.07
H 2.34257 -0.01513 1.94588 0.12
H -3.86639 -6.23467 2.93703 0.09
H 0.02290 -4.66893 3.83914 0.11
H -3.59568 -7.39531 4.08459 0.11
H -0.86553 -8.40706 0.04009 0.07
H 0.86782 -3.40453 -2.68371 0.07
C 3.63473 5.67269 2.55296 -0.11
H -10.37158 4.85323 1.43878 0.09
C 4.20939 -4.40149 1.10061 -0.50
C -6.26366 4.32644 -1.11198 -0.15
H -3.27872 -1.29682 -4.79102 0.11
C 4.19859 5.13550 -4.06391 -0.52
H -7.69702 4.22985 -2.70618 0.11
C -2.77792 -7.85162 2.14822 -0.13
H 0.59565 -4.32144 2.11844 0.06
H -4.61757 -2.40515 -4.99251 0.13
C -3.66776 -6.35321 0.34842 -0.03
H -1.87691 -7.54266 -1.20570 0.08
H -0.84414 3.08362 -1.08323 0.10
C -1.41480 2.32632 -0.47130 -0.02
H 6.65842 3.55611 4.22900 0.12
C -1.17887 -5.01206 -3.57165 -0.01
H 5.86539 6.18860 -5.00056 0.07
H 1.45036 -5.03816 0.01294 0.07
H -3.46150 -5.72612 -0.54943 0.06
H 5.05729 -7.87970 -0.57972 0.12
C 3.97512 3.77269 -3.37723 -0.13
H 3.48068 -5.06532 -2.21324 0.08
C -3.11290 -6.90458 3.26379 -0.19
H 2.01641 4.87766 -0.75579 0.11
C -8.47118 4.11600 0.80168 -0.58
H -5.44859 2.21223 1.55328 0.09
H 6.68916 -6.90422 1.19788 0.12
C 2.49054 -7.32206 -0.83813 -0.01
H 3.52867 1.76357 4.43554 0.09
C 4.79732 -7.12820 0.17623 -0.15
C -0.74317 2.11122 0.89174 -0.49
O 5.85371 3.09794 3.94569 -0.03
H -2.37185 -3.56693 3.09368 0.10
C -1.57166 1.18046 1.72658 -0.14
H 4.20595 -3.17673 2.87807 0.07
H 3.97055 3.53405 0.68426 0.05
C 3.02764 7.44354 -1.22041 -0.04
H 6.01285 -4.65149 2.35224 0.13
C -1.01561 -3.52534 -3.90749 -0.52
H -5.50376 3.92359 -1.78494 0.12
H 2.35052 4.68415 -5.04886 0.05
C 5.33869 -5.30203 1.72118 -0.14
H 4.34865 -7.57872 1.06778 0.12
H 4.81380 7.91963 -3.50997 0.09
H 2.84526 -8.24196 -1.22941 0.07
H -0.96221 -6.76060 3.83544 0.14
```

Properties
strongest force on any atom: 3.65 eV/Å
energy above the lowest of the compared OMol25 structures with the same formula, charge and spin: 2.641 eV
SMILES: CC1(C)CCCC(C)(C)N1O.CC1(C)CCCC(C)(C)N1O.CC1(C)CCCC(C)(C)N1O.CC1(C)CCCC(C)(C)N1O.CC1(C)CCCC(C)(C)N1O.CC1(C)CCCC(C)(C)N1O.CC1(C)CCCC(C)(C)N1O
2S+1: 1
Kohn-Sham gap: 8.595 eV
HOMO level: -8.084 eV

---

# 2
The following is a DFT calculation (ωB97M-V with the def2-TZVPD basis set) of a molecular structure, C63H133N7O7 in a non-equilibrium geometry.

XYZ file:
```
210
Properties=species:S:1:pos:R:3:lowdin_charge:R:1
C -0.69663 -3.91853 -4.67046 -0.02
H 3.23311 1.33268 2.50356 0.09
H -3.07774 2.93176 1.47419 0.11
H -4.82547 -5.10496 3.84881 0.12
H -1.06398 4.70106 5.28060 0.07
H -0.37288 -3.21409 -5.43664 0.09
C -3.31072 3.20878 2.50234 -0.12
H -0.24012 1.48946 1.93049 0.07
H 1.30849 -1.98720 1.19600 0.12
H -1.00950 1.98118 -6.82895 0.07
H 3.74976 -1.48530 3.53246 0.12
H -3.06532 4.17344 -4.75811 0.11
H -0.79035 0.23025 3.86548 0.05
C 0.73051 0.66415 -0.87287 -0.34
H -0.91485 -1.15931 3.84728 0.07
C -0.62412 -5.85034 -2.23446 -0.16
H 1.08518 0.05636 3.30422 0.08
O -2.22770 0.11722 -4.78196 -0.01
N -1.44910 -3.71393 2.51664 -0.06
H -0.34847 -6.33775 -3.16963 0.11
H -1.32885 3.69351 -6.49630 0.08
H -0.45626 2.41884 -2.94475 0.08
H 3.18739 1.11542 -6.34929 0.12
C 3.54065 2.64035 -2.23777 -0.03
H 0.34758 -2.02574 -1.99906 -0.02
H -0.09056 0.78993 -2.77888 0.09
H 1.25608 -1.67366 3.75470 0.11
H 3.00199 -1.04165 2.04282 0.10
C 1.44961 -4.31247 -2.16212 -0.41
H 4.31775 3.19211 -1.70883 0.10
H -3.12492 0.42714 2.04029 0.06
H -1.14036 -6.64107 -1.69009 0.10
H 0.71891 1.52337 -5.85385 0.11
C -0.24090 1.71063 -0.20905 -0.12
C -2.94083 2.07783 3.55944 -0.42
H 1.82500 -3.08391 -0.42187 0.07
C -1.26858 -3.45397 5.09864 -0.01
C -1.53670 -0.05671 1.03495 -0.09
H -3.06709 -0.21373 3.51176 0.00
H 1.01344 2.15085 -3.46910 -0.05
H -3.83652 -4.70348 1.53489 0.10
H 3.06675 -2.92213 -1.61932 0.10
H -4.52683 0.59925 3.14143 0.10
C 2.60091 -1.32690 6.25534 -0.01
C 3.88820 1.21165 4.54761 -0.50
H -5.52322 0.85164 -3.95687 0.08
C -0.43882 2.33357 -4.03127 -0.18
H -0.30492 -4.92095 -4.84314 0.07
H -3.81182 -6.22010 1.92677 0.12
H -0.39536 3.14221 5.85703 0.07
C 3.79320 3.17608 -6.05800 -0.45
H -2.32599 -0.02736 0.28377 0.09
H 2.94389 -4.42584 -0.65048 0.10
C 2.38693 -3.64509 -1.16847 -0.02
H -1.70445 -3.07105 6.02140 0.09
H 2.82513 4.21527 -7.69611 0.08
C 4.22981 2.74922 4.44283 -0.01
H 1.57489 0.63545 -3.03871 0.07
H -4.00175 -2.85737 3.23409 0.13
C -3.32175 -5.31215 2.27829 -0.13
H 0.11899 1.44844 -4.33709 0.08
H 2.59087 5.05549 -6.18991 0.06
C -1.34367 -2.37016 0.08036 -0.01
H 1.00814 2.17580 -2.51878 0.05
H 2.74161 2.46039 -1.51856 0.02
H -1.10605 -4.52999 5.16074 0.07
H 3.96789 1.68229 -2.53387 0.10
H -4.69677 2.96873 -3.47110 0.12
C -0.80438 -3.49559 -3.19881 -0.41
C 1.72653 -0.69057 3.77203 -0.17
H 4.95717 2.92073 3.64934 0.09
H -2.54650 -0.91138 4.36338 0.11
H -0.66702 -3.12791 -0.31466 0.08
H -1.70102 -4.05735 -5.07049 0.08
H -2.67886 -2.36023 -3.22105 0.12
H 4.17149 5.15559 -6.84554 0.08
C 3.31954 4.48088 -6.76170 -0.03
O 2.58235 1.69867 6.43233 0.00
H -4.61835 1.97373 4.92589 0.09
H 1.01443 3.16441 -5.66079 0.11
C -1.99289 -3.04520 3.76571 -0.38
H -0.91437 2.10024 -0.97243 0.07
N 2.58656 1.06142 5.25146 -0.14
H 5.58441 1.92504 -6.13581 0.08
C -2.33367 3.81306 -4.03498 -0.09
H -0.60174 5.11628 2.59768 0.13
H 0.28208 3.11440 -4.27358 0.07
C -1.62246 -2.18964 -3.01362 -0.03
C -4.73701 0.42042 -3.33718 -0.04
C -4.07602 2.64026 -2.63749 -0.15
C -3.44533 0.69661 3.04669 -0.03
O 4.92028 4.34241 -4.30589 0.01
H 3.37646 3.33000 4.09272 0.05
C 5.20831 2.79303 -6.67731 -0.04
H 1.86981 2.33979 6.37897 0.10
C -2.55857 4.43935 2.73410 -0.23
C -1.64328 -5.23179 0.45817 -0.06
H 2.15537 0.81593 0.88711 0.05
C -1.52239 -4.63684 -2.43393 -0.12
C -0.98339 -6.14036 2.76857 -0.02
C -1.79709 2.49093 -4.69342 -0.40
H -1.94949 -2.84260 0.85359 0.09
H -0.01139 -1.17737 5.81054 0.08
C 2.06546 4.43321 -3.26972 0.00
C 1.52682 2.20510 -5.58808 -0.17
H 0.57039 4.32136 5.16267 0.07
N -2.75548 1.40223 -4.38902 -0.07
H 2.66066 5.16844 -2.72817 0.08
H -2.27052 3.64650 -1.80599 0.09
H -1.16581 -1.43386 -3.65268 0.08
C -0.57544 3.11762 3.62362 -0.38
H -2.51130 -4.79481 -0.03547 0.08
C -3.75363 -4.97660 3.69790 -0.17
H -3.25230 -5.63589 4.40649 0.11
H -2.85681 5.17564 1.98777 0.13
H 1.39186 -6.22307 -1.27619 0.13
C 0.64662 -5.45253 -1.47363 -0.12
H -1.53475 -1.75803 -2.01657 0.02
H -2.65247 2.62944 -6.67546 0.08
N -1.47613 1.98062 3.56916 -0.11
H 1.68922 -1.96741 -2.60597 0.06
H -0.92401 3.80925 1.59969 0.10
H -4.72112 2.56002 -1.76256 0.13
C -1.14135 4.16926 2.60530 -0.16
H 4.93020 0.69107 6.27150 0.09
H -3.51202 4.69998 -2.41830 0.10
H -1.73158 1.13817 -1.72045 0.04
H 2.88393 0.31388 -0.54797 0.10
C 2.92883 3.13311 -3.55767 -0.35
N 0.15965 -0.69514 -0.77950 -0.02
C -2.67541 0.63303 -1.92572 -0.01
H 5.99699 3.54520 -6.65967 0.07
C -0.47925 -1.14878 0.48010 -0.32
H -1.72673 2.12360 1.23297 0.08
H 0.81638 2.59167 2.05195 0.06
H 5.27041 -0.48301 4.98301 0.08
C 0.86884 2.81488 3.11756 -0.02
H 0.02076 -5.74702 2.92684 0.08
C 3.06248 -0.76150 3.09446 -0.15
C -3.01972 3.74309 -2.59179 -0.14
H -2.29797 -0.37245 -2.11191 0.04
H 4.44077 3.13696 5.43945 0.08
H 2.36144 2.24914 -7.46918 0.12
H 2.99146 -5.67951 -2.98354 0.09
H 2.17721 0.97625 -3.82092 0.11
H -0.76709 -4.80047 -0.02594 0.01
C 1.88117 -0.28506 5.27083 -0.38
H 1.46439 3.68903 3.38077 0.08
H -0.85804 -7.00662 2.11896 0.08
H 0.07128 -1.92608 2.45755 0.03
C -1.64085 2.67351 -6.27199 -0.01
H 4.70220 0.43068 2.67268 0.13
H 2.46380 -1.06855 7.30538 0.08
H -3.49978 3.45099 5.06027 0.08
H 0.33551 0.15584 6.73304 0.10
H 1.43452 1.99416 3.55860 0.06
H 0.35501 -5.10924 -0.48105 0.07
H -2.69477 4.84636 3.73606 0.11
H -2.32000 -1.24875 2.66111 0.07
H -1.62964 0.06662 -4.03273 0.03
H 1.58219 -5.32108 -4.08585 0.06
H -5.20817 0.07720 -2.41615 0.08
C 0.46123 -0.20027 5.71055 -0.05
C -3.49781 1.32003 -3.07779 -0.44
C 2.73980 2.10339 -6.45739 -0.12
C 2.10199 0.98291 -0.18870 -0.01
H -2.35721 -5.11152 -2.94956 0.13
H 5.66299 3.73836 -4.37734 0.10
H -1.53911 4.55558 -3.96139 0.11
C 0.50506 -1.38327 1.61773 -0.11
H -4.55740 -0.55087 -3.79809 0.07
N 3.99233 3.39483 -4.60931 -0.16
H -1.35308 -6.42518 3.75361 0.07
C -3.60999 2.38366 4.86859 -0.02
H -3.17296 0.65107 -0.95608 0.09
H 2.32998 -2.36820 6.08098 0.07
H 6.04335 0.95062 4.98512 0.09
C -1.93978 -1.47757 3.65668 -0.04
H -3.04948 1.94340 5.69326 0.09
H 5.22425 2.47434 -7.71957 0.08
H -1.99450 -4.25732 -1.52773 0.07
H 0.25414 2.65853 0.00196 0.11
H 1.78107 4.95952 -4.18089 0.07
H 1.27517 4.23607 -2.54538 0.08
N 0.52266 -3.20432 -2.61796 -0.20
C 2.28220 -4.93489 -3.34494 0.00
H -4.35822 3.46608 2.65933 0.13
H 2.79342 -4.11914 -3.85610 0.08
H -1.99324 -2.13323 -0.76229 0.07
O -0.06627 -3.32055 2.27390 -0.04
H 0.84060 -0.41918 1.99991 0.07
H -0.26636 -3.02620 5.07302 0.05
C 3.73907 0.61450 3.14879 -0.13
C -0.93418 1.38789 1.09619 -0.15
H -1.67433 -6.29317 0.21198 0.09
O 1.13161 -2.27057 -3.32622 0.01
O -1.04165 0.98655 4.40070 -0.06
H 2.24396 2.03682 -0.42793 0.05
H -3.80416 -3.30221 4.90148 0.12
H -1.82903 -0.29527 2.05756 0.03
H -0.28354 0.43151 5.22653 -0.04
C 5.04676 0.56244 5.19542 -0.07
C -0.41064 3.86262 5.03919 0.00
C -1.77691 -5.03325 2.02723 -0.43
C 1.90388 1.99931 -4.07922 -0.20
O 0.98972 -1.63003 -1.40521 -0.12
H -0.06000 -2.61778 1.61993 -0.06
H 3.68093 -1.46485 6.20396 0.05
C -3.44130 -3.51719 3.89639 -0.15
C 0.86438 1.10707 -2.35984 -0.12
```

Properties
strongest force on any atom: 9.21 eV/Å
energy above the lowest of the compared OMol25 structures with the same formula, charge and spin: 31.453 eV
2S+1: 1
Kohn-Sham gap: 8.222 eV
HOMO level: -7.719 eV